(1)
Entry from the OMol25 dataset: an isolated molecule of C19H19NO2 (ωB97M-V with the def2-TZVPD basis set).

Properties
DFT total energy (eV): -25598.01671
SMILES: CCc1ccc(CCc2ccccc2)c2c1C(=O)N(C)C2=O
Gap between HOMO and LUMO (eV): 8.903
HOMO (eV): -9.12

Geometry as ORCA input:
```
! wB97M-V def2-TZVPD RIJCOSX def2/J DEFGRID3
* xyz 0 1
C 3.476 1.703 1.126
C 3.765 0.551 0.154
C 2.502 -0.210 -0.157
C 2.198 -1.411 0.487
C 1.013 -2.098 0.248
C 0.053 -1.638 -0.658
C -1.245 -2.377 -0.879
C -2.004 -2.612 0.441
C -2.273 -1.324 1.186
C -1.923 -1.200 2.528
C -2.155 -0.022 3.225
C -2.748 1.055 2.584
C -3.105 0.944 1.246
C -2.868 -0.235 0.553
C 0.369 -0.452 -1.304
C 1.556 0.238 -1.065
C 1.564 1.440 -1.935
O 2.356 2.350 -1.972
N 0.423 1.367 -2.771
C -0.188 2.635 -3.175
C -0.417 0.333 -2.298
O -1.558 0.178 -2.663
H 4.390 2.195 1.453
H 2.819 2.429 0.642
H 2.933 1.321 1.994
H 4.146 0.965 -0.781
H 4.497 -0.132 0.585
H 2.908 -1.812 1.202
H 0.832 -3.020 0.789
H -1.871 -1.779 -1.536
H -1.042 -3.337 -1.359
H -2.959 -3.084 0.192
H -1.445 -3.294 1.085
H -1.462 -2.040 3.034
H -1.876 0.063 4.268
H -2.936 1.982 3.110
H -3.563 1.779 0.732
H -3.145 -0.301 -0.493
H -0.239 3.318 -2.325
H 0.414 3.101 -3.951
H -1.190 2.432 -3.541
*
```

(2)
Entry from the OMol25 dataset: an isolated molecule of C19H19NO4 (ωB97M-V with the def2-TZVPD basis set).

Properties
DFT total energy (eV): -29688.81228
SMILES: Cc1ccccc1NC(=O)Oc1ccc2c(c1)[C@]1(C)CO[C@@H](C1)O2
Gap between HOMO and LUMO (eV): 8.681
HOMO (eV): -8.11

Geometry as ORCA input:
```
! wB97M-V def2-TZVPD RIJCOSX def2/J DEFGRID3
* xyz 0 1
C -2.245 -4.247 1.775
C -1.377 -3.840 3.021
C -0.992 -4.910 3.811
C -0.211 -4.661 4.970
C 0.294 -3.453 5.209
C -0.013 -2.348 4.381
C -0.809 -2.548 3.214
N -1.217 -1.579 2.305
C -0.433 -0.512 1.958
O 0.577 -0.146 2.678
O -1.022 0.205 0.956
C -0.416 1.163 0.245
C 0.192 2.290 0.806
C 0.818 3.265 0.137
C 0.831 3.227 -1.263
C 0.267 2.048 -1.920
C -0.426 1.078 -1.218
C 0.626 2.061 -3.434
C -0.015 1.059 -4.360
C 2.123 2.074 -3.625
O 2.602 3.407 -3.585
C 1.551 4.303 -3.378
C 0.428 3.492 -3.978
O 1.439 4.320 -1.907
H -2.705 -5.271 1.772
H -1.603 -4.094 0.930
H -3.122 -3.505 1.648
H -1.311 -5.957 3.773
H 0.115 -5.282 5.742
H 0.743 -3.231 6.130
H 0.362 -1.339 4.751
H -2.106 -1.637 1.838
H 0.271 2.209 1.874
H 1.472 4.096 0.500
H -0.931 0.259 -1.841
H -1.176 0.858 -4.209
H 0.465 0.086 -4.289
H 0.120 1.439 -5.413
H 2.643 1.458 -2.824
H 2.443 1.547 -4.565
H 1.841 5.179 -4.025
H -0.516 3.837 -3.558
H 0.427 3.600 -5.029
*
```

(3)
Entry from the OMol25 dataset: an isolated molecule of C19H19NO7S (ωB97M-V with the def2-TZVPD basis set).

Properties
DFT total energy (eV): -46668.37207
SMILES: COC(=O)c1c(C)oc2ccc(NS(=O)(=O)c3cc(OC)ccc3OC)cc12
Gap between HOMO and LUMO (eV): 8.815
HOMO (eV): -8.34

Geometry as ORCA input:
```
! wB97M-V def2-TZVPD RIJCOSX def2/J DEFGRID3
* xyz 0 1
C -4.416 -3.354 -1.726
O -3.540 -3.141 -0.630
C -2.385 -2.510 -0.921
O -2.108 -2.129 -2.035
C -1.536 -2.328 0.250
C -1.852 -2.463 1.581
C -3.106 -2.892 2.247
O -0.812 -2.129 2.370
C 0.221 -1.772 1.558
C 1.487 -1.340 1.919
C 2.362 -1.022 0.900
C 1.992 -1.139 -0.449
N 2.922 -0.781 -1.425
S 3.664 0.725 -1.251
O 4.039 1.133 -2.568
O 4.692 0.628 -0.260
C 2.347 1.747 -0.585
C 2.566 2.436 0.581
C 1.543 3.199 1.150
O 1.850 3.854 2.300
C 0.861 4.654 2.905
C 0.306 3.224 0.516
C 0.093 2.519 -0.660
C 1.114 1.773 -1.237
O 1.016 1.051 -2.379
C -0.228 1.003 -3.049
C 0.726 -1.580 -0.805
C -0.168 -1.882 0.212
H -3.915 -3.929 -2.507
H -4.738 -2.399 -2.147
H -5.267 -3.904 -1.332
H -3.960 -2.376 1.816
H -3.260 -3.960 2.102
H -3.040 -2.681 3.311
H 1.775 -1.259 2.954
H 3.357 -0.674 1.120
H 2.578 -0.876 -2.370
H 3.532 2.378 1.054
H 1.333 5.086 3.785
H -0.004 4.059 3.214
H 0.532 5.458 2.240
H -0.515 3.790 0.926
H -0.883 2.559 -1.115
H -0.052 0.412 -3.947
H -0.566 2.002 -3.338
H -0.990 0.509 -2.439
H 0.432 -1.680 -1.837
*
```

(4)
Entry from the OMol25 dataset: a structure of composition C19H20AuN3OS2 (ωB97M-V with the def2-TZVPD basis set).

Properties
DFT total energy (eV): -51887.68117
Gap between HOMO and LUMO (alpha / beta) (eV): 7.402 / 5.449
HOMO (alpha / beta) (eV): -14.53 / -14.69

Geometry as ORCA input:
```
! wB97M-V def2-TZVPD RIJCOSX def2/J DEFGRID3
* xyz 2 3
Au -1.822 -1.123 0.160
S 2.480 2.918 0.677
C 3.109 1.406 0.435
C 2.493 0.244 -0.027
C 1.182 0.341 -0.399
C 0.025 1.080 -0.555
C -2.278 1.928 -0.328
C -3.117 3.021 -0.553
C -4.489 2.865 -0.554
C -5.011 1.607 -0.316
C -4.132 0.560 -0.090
N -2.803 0.702 -0.088
H 4.163 1.334 0.702
H 3.025 -0.691 -0.059
H -2.684 3.984 -0.758
H -5.136 3.709 -0.737
H -6.072 1.424 -0.290
H -4.502 -0.428 0.126
C 0.105 4.223 -1.163
N -0.233 3.364 -0.036
C -0.702 4.064 1.153
C -0.826 2.119 -0.329
N 0.051 -0.253 -0.889
H 0.809 4.976 -0.818
H -0.777 4.730 -1.564
H 0.570 3.628 -1.948
H 0.040 4.820 1.409
H -0.790 3.356 1.975
H -1.659 4.567 0.999
C -0.440 -5.447 0.326
S -0.309 -3.822 -0.402
O -1.143 -2.995 0.616
C 1.386 -3.435 -0.071
C 2.252 -3.440 -1.155
C 3.606 -3.230 -0.927
C 4.061 -2.994 0.359
C 3.176 -2.959 1.432
C 1.828 -3.188 1.225
H -0.078 -5.420 1.352
H 0.158 -6.125 -0.280
H -1.487 -5.732 0.283
H 1.883 -3.626 -2.150
H 4.299 -3.260 -1.753
H 5.115 -2.843 0.533
H 3.545 -2.776 2.429
H 1.132 -3.180 2.049
*
```

(5)
Entry from the OMol25 dataset: a structure of composition C19H20BF13O2Sb (ωB97M-V with the def2-TZVPD basis set).

Properties
DFT total energy (eV): -66662.00811
Gap between HOMO and LUMO (eV): 6.206
HOMO (eV): -3.68

Geometry as ORCA input:
```
! wB97M-V def2-TZVPD RIJCOSX def2/J DEFGRID3
* xyz -1 1
C -5.997 -0.174 -1.175
C -5.111 0.535 -0.786
C -3.992 1.333 -0.377
Sb -2.040 0.322 -0.983
C -1.260 0.720 1.072
C 0.204 1.122 1.132
C 0.788 1.260 2.546
F 1.780 2.204 2.551
F -0.162 1.661 3.412
C 1.449 -0.034 3.062
F 0.476 -0.967 3.158
F 2.337 -0.494 2.166
C 2.124 0.074 4.475
F 1.784 -1.021 5.189
F 1.692 1.144 5.162
C 3.668 0.132 4.444
F 4.057 1.028 3.516
F 4.187 -1.056 4.101
C 4.352 0.579 5.775
F 5.676 0.371 5.589
F 4.188 1.887 5.994
C 3.978 -0.206 7.059
F 3.968 -1.517 6.833
F 4.908 0.046 7.987
F 2.799 0.163 7.541
C -0.237 -0.876 -1.580
C -0.338 -1.272 -3.021
C 0.590 -0.833 -3.970
C 0.477 -1.174 -5.313
C -0.560 -1.969 -5.782
C -0.723 -2.317 -7.238
C -1.471 -2.437 -4.833
C -1.362 -2.094 -3.492
B -1.182 2.274 -1.806
O -0.535 2.267 -3.046
O -1.258 3.494 -1.125
H -6.585 -0.982 -1.526
H -4.049 1.408 0.712
H -4.062 2.345 -0.782
H -2.782 -1.197 -0.418
H -2.775 0.059 -2.578
H -1.887 1.501 1.497
H -1.441 -0.162 1.688
H 0.830 0.453 0.546
H 0.348 2.115 0.699
H 0.695 -0.317 -1.485
H -0.229 -1.807 -1.011
H 1.406 -0.208 -3.628
H 1.232 -0.798 -5.997
H 0.231 -2.520 -7.719
H -1.216 -1.486 -7.747
H -1.380 -3.178 -7.339
H -2.284 -3.068 -5.171
H -2.123 -2.477 -2.822
H -1.182 2.112 -3.743
H -1.999 4.034 -1.414
*
```

(6)
Entry from the OMol25 dataset: a structure of composition C19H20BeF5O4SiTe (ωB97M-V with the def2-TZVPD basis set).

Properties
DFT total energy (eV): -57384.43617
Gap between HOMO and LUMO (eV): 8.717
HOMO (eV): -6.36

Geometry as ORCA input:
```
! wB97M-V def2-TZVPD RIJCOSX def2/J DEFGRID3
* xyz -1 1
Be -0.155 -0.479 0.061
O 0.855 -0.866 1.535
C 0.022 -1.657 2.433
C -1.458 -1.402 1.994
O -2.372 -1.841 2.665
O -1.526 -0.728 0.910
C 0.353 -1.238 3.858
C 1.680 -1.356 4.269
C 2.063 -0.972 5.544
C 1.115 -0.473 6.430
C -0.205 -0.358 6.027
C -0.590 -0.734 4.745
C 0.358 -3.123 2.217
C -0.303 -4.076 2.991
C -0.019 -5.421 2.833
C 0.930 -5.834 1.905
C 1.587 -4.887 1.136
C 1.303 -3.535 1.289
H 0.918 0.025 1.915
H 2.414 -1.758 3.580
H 3.098 -1.065 5.847
H 1.409 -0.175 7.429
H -0.948 0.035 6.710
H -1.619 -0.640 4.433
H -1.050 -3.749 3.702
H -0.544 -6.153 3.436
H 1.150 -6.887 1.781
H 2.322 -5.196 0.402
H 1.800 -2.806 0.666
F -2.630 3.069 1.528
Te -1.240 2.220 0.633
F -2.626 1.375 -0.263
F -1.404 3.487 -0.724
F -0.955 1.432 2.321
F -0.089 3.521 1.329
O 0.028 1.178 -0.106
C 2.211 -4.335 -3.362
Si 0.391 -3.946 -3.130
C -0.458 -5.433 -2.379
C -0.366 -3.579 -4.801
C 0.210 -2.521 -2.025
C 0.088 -1.628 -1.202
H 2.351 -5.237 -3.964
H 2.695 -4.489 -2.395
H 2.720 -3.507 -3.860
H -0.284 -6.332 -2.977
H -1.535 -5.265 -2.317
H -0.094 -5.613 -1.365
H -0.303 -4.443 -5.468
H 0.143 -2.739 -5.277
H -1.418 -3.309 -4.686
*
```

(7)
Entry from the OMol25 dataset: an isolated molecule of C19H20BrNO4S (ωB97M-V with the def2-TZVPD basis set).

Properties
DFT total energy (eV): -110585.20393
SMILES: COc1cccc(CN(C(=O)c2ccccc2Br)[C@H]2CCS(=O)(=O)C2)c1
Gap between HOMO and LUMO (eV): 9.297
HOMO (eV): -8.86

Geometry as ORCA input:
```
! wB97M-V def2-TZVPD RIJCOSX def2/J DEFGRID3
* xyz 0 1
C 2.109 -0.524 -3.521
O 1.664 -1.826 -3.225
C 1.223 -2.096 -1.968
C 0.788 -3.404 -1.741
C 0.319 -3.771 -0.499
C 0.258 -2.847 0.531
C 0.674 -1.544 0.313
C 0.609 -0.520 1.417
N 0.036 0.747 0.988
C -1.118 0.825 0.281
O -1.552 1.868 -0.171
C -1.869 -0.456 0.063
C -1.970 -0.988 -1.217
C -2.705 -2.135 -1.447
C -3.379 -2.747 -0.403
C -3.340 -2.199 0.866
C -2.592 -1.055 1.086
Br -2.593 -0.281 2.831
C 0.706 1.981 1.379
C 1.233 2.789 0.178
C 1.867 4.050 0.730
S 0.945 4.366 2.285
O 0.235 5.611 2.226
O 1.842 4.166 3.391
C -0.171 2.933 2.173
C 1.173 -1.174 -0.931
H 2.398 -0.543 -4.570
H 2.977 -0.248 -2.914
H 1.315 0.217 -3.380
H 0.833 -4.107 -2.557
H -0.010 -4.785 -0.330
H -0.120 -3.138 1.500
H 0.056 -0.928 2.270
H 1.628 -0.317 1.763
H -1.455 -0.496 -2.027
H -2.757 -2.548 -2.442
H -3.954 -3.644 -0.577
H -3.888 -2.648 1.680
H 1.555 1.710 2.016
H 0.389 3.033 -0.467
H 1.952 2.198 -0.394
H 1.758 4.913 0.082
H 2.907 3.915 1.013
H -0.411 2.577 3.169
H -1.063 3.224 1.628
H 1.497 -0.156 -1.077
*
```

(8)
Entry from the OMol25 dataset: a structure of composition C19H20CaN3O8P2S2 (ωB97M-V with the def2-TZVPD basis set).

Properties
DFT total energy (eV): -99575.77041
Gap between HOMO and LUMO (eV): 6.771
HOMO (eV): -4.45

Geometry as ORCA input:
```
! wB97M-V def2-TZVPD RIJCOSX def2/J DEFGRID3
* xyz -1 1
Ca -0.394 -0.043 0.109
O -0.576 -1.830 1.293
N 0.271 -2.852 1.242
C -0.245 -4.055 0.893
C 0.523 -5.179 0.842
C 1.883 -5.055 1.162
C 2.394 -3.831 1.486
C 1.611 -2.642 1.521
S 2.202 -1.084 1.828
H -1.297 -4.009 0.662
H 0.072 -6.118 0.556
H 2.534 -5.920 1.144
H 3.443 -3.705 1.715
C -4.665 -0.463 -0.304
C -3.891 0.609 -1.081
O -4.773 1.473 -1.812
P -2.942 1.637 0.115
O -2.100 2.707 -0.644
O -4.123 2.526 0.753
O -2.199 0.865 1.158
P -2.776 -0.244 -2.323
O -2.117 1.006 -3.087
O -3.565 -1.070 -3.258
O -1.678 -0.805 -1.440
H -5.357 -0.001 0.406
H -3.994 -1.119 0.249
H -5.226 -1.055 -1.028
H -5.301 1.971 -1.177
H -1.232 2.508 -1.116
H -3.925 2.773 1.669
H -2.706 1.350 -3.774
S 0.880 2.391 -1.785
C 1.494 0.817 -2.312
C 2.213 0.698 -3.520
C 2.718 -0.517 -3.911
C 2.511 -1.642 -3.112
C 1.795 -1.458 -1.954
N 1.308 -0.276 -1.552
H 2.346 1.586 -4.123
H 3.268 -0.598 -4.842
H 2.882 -2.621 -3.379
H 1.594 -2.298 -1.296
N 0.648 1.789 1.360
C 1.199 2.658 1.861
C 1.891 3.797 2.434
C 3.079 4.215 1.850
C 3.748 5.307 2.385
C 3.227 5.966 3.490
C 2.037 5.541 4.067
C 1.362 4.451 3.538
H 3.459 3.689 0.984
H 4.673 5.639 1.935
H 3.752 6.817 3.906
H 1.632 6.055 4.929
H 0.436 4.100 3.974
*
```

(9)
Entry from the OMol25 dataset: an isolated molecule of C19H20Cl2N2O6S (ωB97M-V with the def2-TZVPD basis set).

Properties
DFT total energy (eV): -71156.45228
SMILES: CCOC(=O)C(C)(C)N(Cc1ccc(Cl)cc1)S(=O)(=O)c1ccc(Cl)c([N+](=O)[O-])c1
Gap between HOMO and LUMO (eV): 8.582
HOMO (eV): -9.65

Geometry as ORCA input:
```
! wB97M-V def2-TZVPD RIJCOSX def2/J DEFGRID3
* xyz 0 1
C 3.353 -1.121 2.325
C 2.025 -1.515 2.787
O 1.239 -1.596 1.687
C 1.116 -2.743 1.020
O 1.910 -3.684 1.181
C -0.130 -2.644 -0.157
C -0.174 -3.907 -1.000
C -1.262 -2.777 0.914
N -0.106 -1.362 -0.777
C 1.117 -0.749 -1.188
C 1.353 0.741 -0.994
C 1.161 1.476 -2.237
C 1.282 2.794 -1.922
C 1.079 3.473 -0.712
Cl 1.012 5.136 -0.617
C 0.882 2.618 0.262
C 1.096 1.248 0.094
S -1.305 -0.826 -1.751
O -0.979 -0.820 -3.111
O -2.516 -1.840 -1.728
C -1.601 0.839 -1.198
C -1.897 1.792 -1.926
C -2.152 3.148 -1.450
C -2.461 3.212 -0.049
Cl -2.782 4.821 0.286
C -2.287 2.197 0.578
N -2.592 2.170 2.257
O -3.348 3.135 2.580
O -1.951 1.446 2.962
C -2.095 0.929 0.219
H 3.358 -0.014 1.868
H 3.708 -1.852 1.371
H 4.078 -1.247 3.088
H 1.552 -0.871 3.508
H 2.197 -2.612 3.176
H -0.023 -4.624 -0.383
H 0.743 -3.816 -1.451
H -0.879 -3.796 -1.661
H -1.365 -3.846 1.274
H -1.408 -1.814 1.597
H -2.231 -2.618 0.307
H 1.210 -1.129 -1.968
H 1.922 -1.298 -0.573
H 1.465 1.073 -3.302
H 1.134 3.473 -2.933
H 0.975 3.109 1.326
H 0.875 0.651 1.086
H -1.877 1.712 -3.164
H -2.442 3.854 -2.117
H -1.977 0.074 0.615
*
```

(10)
Entry from the OMol25 dataset: an isolated molecule of C19H20ClFN2O (ωB97M-V with the def2-TZVPD basis set).

Properties
DFT total energy (eV): -40296.27462
SMILES: O=C(N[C@H]1CCCN(Cc2ccc(Cl)cc2)C1)c1cccc(F)c1
Gap between HOMO and LUMO (eV): 8.923
HOMO (eV): -8.42

Geometry as ORCA input:
```
! wB97M-V def2-TZVPD RIJCOSX def2/J DEFGRID3
* xyz 0 1
O -0.519 -0.092 -2.355
C -1.189 -0.256 -1.354
N -1.855 0.752 -0.749
C -1.763 2.113 -1.237
C -2.919 2.963 -0.709
C -2.719 3.331 0.761
C -1.337 3.972 0.953
N -0.245 3.127 0.516
C 0.060 2.046 1.439
C 1.253 1.242 1.004
C 2.395 1.880 0.531
C 3.498 1.151 0.130
C 3.464 -0.233 0.212
Cl 4.839 -1.153 -0.288
C 2.342 -0.886 0.691
C 1.242 -0.143 1.082
C -0.407 2.758 -0.874
C -1.324 -1.597 -0.703
C -0.292 -2.510 -0.900
C -0.340 -3.766 -0.324
C -1.428 -4.137 0.449
C -2.457 -3.229 0.617
F -3.531 -3.583 1.355
C -2.428 -1.965 0.059
H -2.320 0.595 0.130
H -1.809 2.047 -2.331
H -3.864 2.432 -0.847
H -2.961 3.880 -1.299
H -2.804 2.446 1.395
H -3.493 4.032 1.075
H -1.182 4.230 2.003
H -1.289 4.894 0.365
H -0.785 1.358 1.611
H 0.291 2.519 2.402
H 2.403 2.957 0.469
H 4.379 1.648 -0.245
H 2.325 -1.963 0.755
H 0.368 -0.658 1.454
H 0.392 2.075 -1.164
H -0.304 3.675 -1.463
H 0.544 -2.207 -1.512
H 0.468 -4.464 -0.478
H -1.494 -5.111 0.907
H -3.277 -1.313 0.202
*
```